Density functional theory data (ωB97M-V/def2-TZVPD) for C18H7AgCl5N3O8Te as an isolated structure.

Computed properties:
multiplicity	1
net charge	-2
relative energy (zero: lowest compared OMol25 entry of this formula, charge and spin)	53.94	kJ/mol

Each line ends with the Löwdin charge.
Positions of all 43 atoms, in Å:
Ag1 0.833 0.436 -0.598  0.501
Cl1 7.868 1.686 2.076  0.599
C1 6.433 1.457 1.134  -0.744
C2 5.193 1.295 1.745  -0.714
Cl2 5.096 1.329 3.476  0.632
C3 4.044 1.110 0.999  -0.606
Cl3 2.513 0.913 1.776  0.693
C4 4.048 1.074 -0.433  -0.526
O1 3.026 0.913 -1.143  -0.176
C5 5.349 1.248 -1.015  -0.619
Cl4 5.421 1.219 -2.740  0.675
C6 6.487 1.432 -0.259  -0.715
Cl5 8.020 1.636 -1.046  0.621
Te1 -1.269 0.677 -2.423  0.816
C7 -2.219 2.521 -2.050  -0.673
C8 -1.533 3.736 -2.131  -0.173
C9 -2.178 4.942 -1.905  -0.125
C10 -3.528 4.968 -1.581  -0.138
C11 -4.219 3.769 -1.482  -0.124
C12 -3.573 2.563 -1.713  -0.175
H1 -0.476 3.724 -2.368  0.080
H2 -1.618 5.868 -1.975  0.087
H3 -4.032 5.909 -1.398  0.081
H4 -5.271 3.769 -1.216  0.087
H5 -4.122 1.634 -1.624  0.080
O2 -4.057 -3.826 3.616  0.022
N1 -3.334 -4.540 2.927  -0.380
O3 -3.295 -5.760 3.048  0.023
C13 -2.493 -3.918 1.953  -0.174
C14 -1.668 -4.694 1.156  0.062
C15 -0.879 -4.095 0.203  -0.063
C16 -0.808 -2.661 -0.029  -0.324
O4 -0.084 -2.095 -0.846  -0.045
C17 -1.709 -1.945 0.877  -0.078
C18 -2.510 -2.523 1.806  0.064
N2 -1.738 -0.493 0.762  -0.394
O5 -0.760 0.129 1.209  -0.075
O6 -2.523 0.017 -0.013  -0.088
N3 -0.081 -5.000 -0.612  -0.359
O7 0.202 -4.667 -1.743  0.089
O8 0.244 -6.077 -0.118  0.020
H6 -1.645 -5.766 1.273  0.124
H7 -3.151 -1.914 2.426  0.131

Density functional theory data (ωB97M-V/def2-TZVPD) for C44H54MgN5O2PS4 as an isolated structure.

Computed properties:
multiplicity	1
net charge	-2
relative energy (zero: lowest compared OMol25 entry of this formula, charge and spin)	0.00	kJ/mol

Each line ends with the Löwdin charge.
Positions of all 111 atoms, in Å:
Mg1 0.382 0.789 0.184  0.245
N1 2.839 1.718 4.023  0.015
C1 1.965 1.519 2.950  -0.871
S1 2.534 2.070 1.409  0.557
N2 0.829 0.988 3.310  -0.017
N3 -0.073 0.675 2.285  -0.051
C2 -1.206 0.284 2.733  -0.105
C3 -2.361 -0.151 1.957  -0.147
C4 -3.503 -0.520 2.675  -0.095
C5 -4.669 -0.928 2.057  -0.140
C6 -4.702 -0.942 0.652  -0.132
C7 -3.599 -0.584 -0.088  -0.032
C8 -2.373 -0.197 0.526  -0.377
O1 -1.343 0.065 -0.182  -0.159
H1 3.800 1.791 3.730  0.046
H2 2.673 1.083 4.789  0.064
H3 -1.322 0.281 3.819  0.115
H4 -3.459 -0.478 3.761  0.100
H5 -5.533 -1.224 2.638  0.077
H6 -5.611 -1.244 0.141  0.091
H7 -3.622 -0.585 -1.172  0.111
S2 2.868 -0.842 -0.289  0.543
C9 2.698 -0.118 -1.823  -1.151
S3 1.346 0.934 -2.106  0.562
C10 3.584 -0.397 -2.881  -0.418
C11 4.684 -1.305 -2.732  -0.306
N4 5.577 -2.037 -2.679  0.093
C12 3.440 0.176 -4.188  -0.308
N5 3.373 0.600 -5.261  0.093
C13 -3.712 -5.717 0.280  -0.212
C14 -3.847 -4.429 -0.527  -0.199
C15 -2.463 -3.944 -0.999  -0.201
C16 -1.337 -4.278 0.015  -0.449
C17 -1.941 -4.287 1.425  -0.206
C18 -2.948 -5.440 1.587  -0.191
P1 -0.010 -2.983 -0.100  1.147
C19 1.272 -3.525 1.157  -0.447
C20 1.474 -5.032 1.457  -0.201
C21 1.955 -5.265 2.899  -0.215
C22 3.000 -4.218 3.279  -0.203
C23 2.366 -2.810 3.319  -0.187
C24 1.091 -2.736 2.467  -0.232
C25 0.891 -3.428 -1.664  -0.437
C26 0.238 -2.773 -2.894  -0.213
C27 1.029 -3.160 -4.141  -0.183
C28 0.877 -4.670 -4.434  -0.199
C29 0.504 -5.459 -3.168  -0.212
C30 1.237 -4.919 -1.937  -0.183
H8 -3.168 -6.453 -0.322  0.105
H9 -4.693 -6.148 0.500  0.095
H10 -4.318 -3.661 0.095  0.092
H11 -4.496 -4.586 -1.392  0.102
H12 -2.498 -2.862 -1.153  0.085
H13 -2.232 -4.404 -1.961  0.086
H14 -0.933 -5.272 -0.206  0.095
H15 -2.432 -3.321 1.596  0.110
H16 -1.162 -4.385 2.182  0.082
H17 -3.656 -5.190 2.383  0.101
H18 -2.419 -6.346 1.900  0.099
H19 2.185 -3.130 0.706  0.042
H20 2.229 -5.431 0.777  0.103
H21 0.554 -5.600 1.291  0.084
H22 2.367 -6.275 2.989  0.098
H23 1.109 -5.205 3.594  0.105
H24 3.800 -4.244 2.532  0.111
H25 3.452 -4.462 4.244  0.094
H26 3.077 -2.072 2.939  0.104
H27 2.129 -2.529 4.350  0.100
H28 0.881 -1.694 2.230  0.067
H29 0.233 -3.111 3.033  0.096
H30 1.826 -2.886 -1.512  0.044
H31 0.232 -1.690 -2.758  0.080
H32 -0.805 -3.086 -3.014  0.093
H33 2.080 -2.914 -3.969  0.107
H34 0.708 -2.570 -5.001  0.106
H35 1.815 -5.062 -4.839  0.099
H36 0.106 -4.832 -5.195  0.095
H37 0.736 -6.520 -3.308  0.099
H38 -0.573 -5.393 -2.994  0.087
H39 2.316 -5.010 -2.105  0.119
H40 0.997 -5.546 -1.079  0.070
O2 -0.404 2.750 0.179  -0.557
S4 0.411 3.820 0.883  0.871
C31 1.470 4.520 -0.441  -0.289
C32 0.718 5.162 -1.568  -0.278
C33 -0.025 4.383 -2.453  -0.020
C34 -0.823 4.989 -3.416  -0.067
C35 -0.875 6.374 -3.522  -0.108
C36 -0.107 7.156 -2.668  -0.105
C37 0.680 6.549 -1.697  -0.076
C38 -0.805 5.222 1.037  -0.247
C39 -2.121 4.584 1.394  -0.291
C40 -2.256 3.839 2.567  -0.053
C41 -3.438 3.171 2.848  -0.084
C42 -4.510 3.244 1.966  -0.093
C43 -4.383 3.982 0.799  -0.084
C44 -3.191 4.639 0.512  -0.041
H41 2.009 3.631 -0.778  0.053
H42 2.151 5.211 0.060  0.097
H43 0.026 3.304 -2.385  0.064
H44 -1.409 4.370 -4.085  0.104
H45 -1.501 6.841 -4.273  0.090
H46 -0.130 8.236 -2.747  0.091
H47 1.271 7.159 -1.021  0.109
H48 -0.874 5.808 0.124  0.071
H49 -0.401 5.822 1.855  0.092
H50 -1.412 3.752 3.245  0.115
H51 -3.515 2.569 3.746  0.100
H52 -5.428 2.711 2.181  0.096
H53 -5.205 4.029 0.094  0.095
H54 -3.080 5.185 -0.419  0.110

Density functional theory data (ωB97M-V/def2-TZVPD) for a 14-piece molecular cluster, C60H90N14 overall.

Computed properties:
multiplicity	1
relative energy (zero: lowest compared OMol25 entry of this formula, charge and spin)	191.73	kJ/mol

Each line ends with the Löwdin charge.
Positions of all 164 atoms, in Å:
N1 -21.491 -12.548 -14.081  0.003
C1 -22.603 -11.775 -14.062  -0.162
C2 -22.821 -11.358 -12.792  -0.109
C3 -21.638 -11.703 -12.026  -0.082
C4 -20.890 -12.498 -12.871  -0.170
H1 -21.090 -13.064 -14.851  0.155
H2 -23.101 -11.641 -15.011  0.108
H3 -23.674 -10.780 -12.470  0.084
H4 -21.434 -11.389 -11.013  0.071
H5 -19.982 -13.059 -12.705  0.113
N2 -22.935 -8.942 -6.441  0.013
C5 -22.318 -9.798 -5.567  -0.105
C6 -21.423 -9.002 -4.894  -0.144
C7 -21.588 -7.689 -5.281  -0.133
C8 -22.580 -7.651 -6.209  -0.146
H6 -23.737 -9.289 -6.946  0.081
H7 -22.600 -10.840 -5.554  0.113
H8 -20.704 -9.378 -4.180  0.083
H9 -21.023 -6.831 -4.945  0.099
H10 -23.138 -6.858 -6.684  0.099
N3 -18.895 -12.958 -6.518  0.022
C9 -19.426 -11.854 -7.097  -0.137
C10 -19.798 -12.196 -8.358  -0.120
C11 -19.727 -13.576 -8.467  -0.129
C12 -19.185 -14.010 -7.336  -0.172
H11 -18.392 -13.064 -5.649  0.152
H12 -19.327 -10.913 -6.576  0.098
H13 -20.250 -11.497 -9.047  0.072
H14 -19.951 -14.140 -9.360  0.099
H15 -18.787 -14.977 -7.068  0.109
N4 -15.118 -6.486 -12.689  0.037
C13 -13.811 -6.928 -12.993  -0.092
C14 -13.584 -6.658 -14.364  -0.100
C15 -14.738 -6.047 -14.853  -0.132
C16 -15.577 -5.852 -13.796  -0.194
H16 -15.544 -6.447 -11.774  0.091
H17 -13.210 -7.409 -12.236  0.096
H18 -12.745 -7.017 -14.941  0.090
H19 -14.900 -5.709 -15.866  0.091
H20 -16.492 -5.280 -13.773  0.101
N5 -18.206 -1.132 -11.225  0.034
C17 -17.793 -2.450 -11.225  -0.131
C18 -16.513 -2.526 -11.794  -0.134
C19 -16.173 -1.227 -12.160  -0.121
C20 -17.293 -0.426 -11.877  -0.152
H21 -19.003 -0.742 -10.741  0.140
H22 -18.427 -3.266 -10.910  0.088
H23 -15.864 -3.386 -11.868  0.084
H24 -15.245 -0.976 -12.653  0.095
H25 -17.416 0.643 -11.972  0.110
N6 -16.900 -8.748 -13.911  0.035
C21 -16.766 -9.613 -12.847  -0.124
C22 -17.932 -10.408 -12.748  -0.094
C23 -18.753 -10.002 -13.814  -0.149
C24 -18.154 -8.970 -14.477  -0.138
H26 -16.236 -8.017 -14.124  0.093
H27 -15.892 -9.461 -12.231  0.093
H28 -18.266 -11.106 -11.995  0.079
H29 -19.755 -10.299 -14.086  0.081
H30 -18.427 -8.410 -15.359  0.106
N7 -25.460 -7.199 -7.837  0.004
C25 -25.846 -8.147 -6.970  -0.158
C26 -25.749 -9.371 -7.603  -0.127
C27 -25.242 -9.114 -8.925  -0.080
C28 -25.058 -7.719 -9.025  -0.127
H31 -25.490 -6.196 -7.723  0.157
H32 -26.236 -7.903 -5.993  0.122
H33 -26.150 -10.261 -7.142  0.100
H34 -25.141 -9.888 -9.671  0.089
H35 -24.721 -7.189 -9.904  0.089
N8 -27.146 -5.197 -13.469  0.024
C29 -26.236 -4.222 -13.828  -0.120
C30 -25.574 -3.861 -12.689  -0.143
C31 -26.101 -4.555 -11.676  -0.174
C32 -27.130 -5.311 -12.116  -0.140
H36 -27.706 -5.754 -14.100  0.150
H37 -26.066 -3.874 -14.837  0.107
H38 -24.717 -3.211 -12.587  0.099
H39 -25.823 -4.576 -10.633  0.097
H40 -27.732 -6.037 -11.590  0.112
N9 -21.123 -4.350 -9.743  0.055
C33 -20.321 -3.991 -8.718  -0.195
C34 -20.353 -2.688 -8.498  -0.153
C35 -21.160 -2.097 -9.479  -0.121
C36 -21.640 -3.174 -10.246  -0.121
H41 -21.178 -5.228 -10.238  0.068
H42 -19.726 -4.755 -8.240  0.103
H43 -19.815 -2.047 -7.815  0.100
H44 -21.390 -1.044 -9.542  0.088
H45 -22.280 -3.177 -11.116  0.089
N10 -16.002 -5.047 -9.421  0.051
C37 -16.875 -6.099 -9.752  -0.150
C38 -16.237 -7.309 -9.647  -0.147
C39 -14.929 -7.033 -9.261  -0.133
C40 -14.796 -5.654 -9.121  -0.120
H46 -16.134 -4.045 -9.410  0.129
H47 -17.911 -5.868 -9.952  0.094
H48 -16.619 -8.309 -9.787  0.110
H49 -14.134 -7.747 -9.101  0.104
H50 -13.917 -5.104 -8.818  0.110
N11 -17.299 -2.811 -15.101  -0.003
C41 -16.895 -3.462 -16.235  -0.129
C42 -17.932 -4.359 -16.511  -0.115
C43 -19.026 -4.026 -15.688  -0.124
C44 -18.611 -3.034 -14.790  -0.117
H51 -16.711 -2.143 -14.622  0.121
H52 -15.894 -3.350 -16.626  0.105
H53 -17.944 -5.147 -17.250  0.087
H54 -20.008 -4.474 -15.681  0.073
H55 -19.069 -2.493 -13.975  0.103
N12 -16.787 -7.342 -6.532  0.019
C45 -15.769 -7.759 -5.672  -0.113
C46 -16.342 -8.710 -4.832  -0.087
C47 -17.778 -8.630 -5.064  -0.127
C48 -17.965 -7.930 -6.174  -0.165
H56 -16.659 -6.701 -7.302  0.097
H57 -14.768 -7.376 -5.806  0.099
H58 -15.881 -9.211 -3.994  0.079
H59 -18.566 -9.201 -4.596  0.068
H60 -18.911 -7.642 -6.609  0.101
C49 -23.469 -5.917 -16.164  -0.094
C50 -22.678 -5.827 -17.502  -0.210
N13 -23.312 -6.658 -18.590  -0.183
C51 -23.633 -8.010 -18.128  -0.280
C52 -24.496 -8.793 -19.114  -0.082
C53 -22.461 -6.672 -19.772  -0.263
C54 -22.290 -5.249 -20.439  -0.081
H61 -23.118 -6.851 -15.725  0.037
H62 -24.545 -5.925 -16.334  0.074
H63 -23.233 -5.057 -15.537  0.071
H64 -22.767 -4.808 -17.877  0.103
H65 -21.678 -6.233 -17.351  0.111
H66 -22.834 -8.585 -17.660  0.116
H67 -24.247 -7.788 -17.255  0.084
H68 -25.418 -8.255 -19.336  0.078
H69 -23.950 -8.989 -20.038  0.058
H70 -24.798 -9.738 -18.663  0.068
H71 -22.803 -7.278 -20.610  0.096
H72 -21.467 -7.090 -19.608  0.107
H73 -21.784 -4.559 -19.764  0.052
H74 -23.256 -4.873 -20.775  0.072
H75 -21.603 -5.332 -21.282  0.064
C55 -19.836 -5.903 -13.004  -0.076
C56 -20.205 -7.018 -12.074  -0.232
N14 -21.393 -6.649 -11.263  -0.212
C57 -22.549 -6.234 -12.069  -0.226
C58 -23.039 -7.311 -13.067  -0.061
C59 -21.744 -7.818 -10.470  -0.238
C60 -20.646 -8.054 -9.397  -0.058
H76 -19.838 -4.962 -12.453  0.070
H77 -20.496 -5.938 -13.871  0.066
H78 -18.805 -6.137 -13.270  0.064
H79 -20.482 -7.863 -12.705  0.105
H80 -19.381 -7.319 -11.426  0.101
H81 -23.381 -5.993 -11.407  0.091
H82 -22.383 -5.263 -12.536  0.101
H83 -24.055 -7.047 -13.360  0.074
H84 -22.447 -7.453 -13.971  0.051
H85 -23.024 -8.307 -12.623  0.048
H86 -21.823 -8.719 -11.078  0.096
H87 -22.671 -7.669 -9.916  0.087
H88 -20.437 -7.051 -9.025  0.059
H89 -19.753 -8.564 -9.760  0.063
H90 -21.120 -8.737 -8.692  0.063